# C30H21BrN6O3Rh

A molecular structure, C30H21BrN6O3Rh at a distorted geometry (the ωB97M-V functional and the def2-TZVPD basis, the OMol25 dataset).

The molar mass is 696.35 g mol⁻¹. The relative energy (zero: lowest compared OMol25 entry of this formula, charge and spin) comes out at 0.0 kcal per mole. The calculation puts the energy at -4394.4730 hartree. The calculation puts the LUMO energy (alpha / beta) at -4.88 / -5.52 eV. The calculation puts the strongest force on any atom at 3.6 eV/A. As for the orbital gap (alpha / beta): 0.2027 / 0.1794 Ha. As for the total charge: +1. The highest occupied orbital energy (alpha / beta) is -10.40 / -10.40 eV.

Element x y z (Å)
Rh: -0.60 -0.11 -0.70
Br: 2.60 -6.35 -3.10
C: 2.01 -4.77 -2.24
C: 2.66 -4.35 -1.08
C: 2.28 -3.17 -0.49
C: 1.24 -2.37 -1.01
O: 0.97 -1.26 -0.43
C: 0.54 -2.85 -2.19
C: -0.52 -2.14 -2.80
N: -0.92 -0.91 -2.48
C: -1.85 -0.26 -3.22
C: -2.24 -0.58 -4.54
C: -3.25 0.12 -5.16
C: -3.90 1.17 -4.52
C: -3.49 1.59 -3.24
C: -4.04 2.69 -2.56
C: -3.54 3.04 -1.33
C: -2.51 2.30 -0.77
N: -1.97 1.23 -1.38
C: -2.45 0.88 -2.60
C: 0.97 -4.05 -2.78
H: 3.46 -4.94 -0.66
H: 2.76 -2.83 0.42
H: -1.06 -2.67 -3.58
H: -1.72 -1.36 -5.07
H: -3.55 -0.16 -6.16
H: -4.71 1.68 -5.01
H: -4.84 3.26 -3.02
H: -3.93 3.88 -0.78
H: -2.10 2.58 0.19
H: 0.50 -4.38 -3.69
O: -2.12 -1.88 2.74
C: -1.85 -1.19 1.78
O: -1.90 -1.48 0.56
C: -1.31 0.23 2.06
C: -1.61 0.91 3.25
C: -1.07 2.15 3.46
C: -0.15 2.67 2.53
C: 0.52 3.90 2.69
C: 1.42 4.33 1.75
C: 1.69 3.57 0.60
C: 1.04 2.38 0.40
C: 0.12 1.91 1.36
N: -0.51 0.73 1.14
H: -2.27 0.43 3.96
H: -1.32 2.73 4.34
H: 0.31 4.50 3.56
H: 1.93 5.27 1.88
H: 2.40 3.92 -0.12
H: 1.21 1.75 -0.47
N: 5.10 -0.37 3.03
C: 3.82 -0.76 3.13
C: 2.81 -0.29 2.25
N: 1.57 -0.68 2.41
C: 1.24 -1.52 3.36
C: 2.23 -2.01 4.21
N: 3.48 -1.61 4.09
H: 5.39 0.33 2.38
H: 5.76 -0.70 3.73
H: 3.03 0.39 1.45
H: 0.20 -1.81 3.45
H: 2.01 -2.71 5.00



# C30H21N3O2PtS

A molecular structure, C30H21N3O2PtS at a distorted geometry (the ωB97M-V functional and the def2-TZVPD basis, the OMol25 dataset).

The molar mass is 682.66 g mol⁻¹. The relative energy (zero: lowest compared OMol25 entry of this formula, charge and spin) comes out at 31.1 kcal per mole. The calculation puts the energy at -1988.0198 hartree. The calculation puts the LUMO energy (alpha / beta) at -0.77 / -0.77 eV. The calculation puts the strongest force on any atom at 2.4 eV/A. As for the orbital gap (alpha / beta): 0.2140 / 0.2140 Ha. As for the total charge: 0. The highest occupied orbital energy (alpha / beta) is -6.59 / -6.59 eV.

Element x y z (Å)
Pt: 0.39 -0.29 -0.72
C: 3.73 0.81 -1.46
O: 2.89 0.20 -0.50
C: 3.05 0.52 0.83
C: 4.20 1.10 1.34
C: 4.33 1.34 2.70
C: 3.31 0.99 3.56
C: 2.16 0.40 3.07
C: 1.98 0.21 1.69
N: 0.77 -0.26 1.22
N: -0.15 -0.43 2.12
C: -1.29 -1.08 1.99
C: -1.59 -1.93 0.85
O: -0.73 -2.18 -0.06
C: -2.91 -2.47 0.78
C: -3.83 -2.27 1.76
C: -3.53 -1.53 2.92
C: -4.45 -1.37 3.97
C: -4.11 -0.69 5.11
C: -2.85 -0.11 5.23
C: -1.95 -0.20 4.20
C: -2.25 -0.93 3.04
H: 3.71 1.91 -1.35
H: 3.33 0.54 -2.43
H: 4.76 0.45 -1.38
H: 5.02 1.35 0.68
H: 5.22 1.81 3.07
H: 3.40 1.17 4.62
H: 1.37 0.10 3.73
H: -3.14 -3.06 -0.09
H: -4.82 -2.69 1.67
H: -5.43 -1.81 3.86
H: -4.82 -0.61 5.92
H: -2.59 0.43 6.13
H: -0.97 0.25 4.28
S: -0.46 0.91 -4.97
C: 0.55 -0.52 -5.05
C: 1.09 -1.15 -6.15
C: 1.89 -2.26 -5.94
C: 2.14 -2.74 -4.65
C: 1.60 -2.12 -3.55
C: 0.79 -1.00 -3.74
N: 0.20 -0.26 -2.76
C: -0.47 0.78 -3.23
C: -1.02 1.69 -2.28
C: -1.85 2.78 -2.59
C: -2.29 3.59 -1.56
C: -1.96 3.31 -0.24
C: -1.17 2.21 0.07
C: -0.66 1.42 -0.94
H: 0.89 -0.79 -7.15
H: 2.32 -2.77 -6.79
H: 2.76 -3.61 -4.53
H: 1.78 -2.47 -2.54
H: -2.14 2.96 -3.61
H: -2.93 4.44 -1.79
H: -2.33 3.94 0.55
H: -0.94 1.99 1.11



# C30H22BrN2O4PPdS

A molecular structure, C30H22BrN2O4PPdS (the ωB97M-V functional and the def2-TZVPD basis, the OMol25 dataset).

Its expectation value of S² is 2.007. The molar mass is 723.88 g mol⁻¹. The relative energy (zero: lowest compared OMol25 entry of this formula, charge and spin) comes out at 0.0 kcal per mole. The calculation puts the energy at -5008.2902 hartree. The calculation puts the LUMO energy (alpha / beta) at 0.34 / -0.60 eV. Its multiplicity is 3. The calculation puts the strongest force on any atom at 0.3 eV/A. As for the orbital gap (alpha / beta): 0.2552 / 0.2990 Ha. As for the total charge: 0. The highest occupied orbital energy (alpha / beta) is -6.60 / -8.73 eV.

Element x y z (Å)
Pd: -1.21 -1.07 0.21
C: 4.51 -3.14 1.69
C: 3.43 -2.58 2.37
C: 2.39 -2.01 1.66
C: 2.42 -1.98 0.26
C: 3.51 -2.52 -0.41
C: 4.55 -3.11 0.30
P: 1.04 -1.19 -0.60
C: 1.73 0.31 -1.35
C: 1.42 0.68 -2.65
C: 1.87 1.89 -3.15
C: 2.62 2.74 -2.35
C: 2.92 2.38 -1.04
C: 2.48 1.17 -0.54
C: 0.33 -2.27 -1.86
C: 0.87 -2.93 -2.97
C: 0.02 -3.70 -3.74
C: -1.33 -3.81 -3.41
C: -1.85 -3.15 -2.30
C: -1.02 -2.36 -1.51
H: 5.32 -3.59 2.24
H: 3.40 -2.60 3.45
H: 1.55 -1.56 2.18
H: 3.56 -2.49 -1.49
H: 5.39 -3.54 -0.22
H: 0.82 0.02 -3.27
H: 1.63 2.18 -4.17
H: 2.96 3.69 -2.74
H: 3.49 3.04 -0.41
H: 2.70 0.89 0.49
H: 1.92 -2.83 -3.23
H: 0.40 -4.23 -4.61
H: -1.98 -4.42 -4.02
H: -2.91 -3.25 -2.07
O: -6.45 -0.90 3.79
C: -5.41 -0.90 2.93
C: -5.28 0.02 1.89
C: -4.17 -0.07 1.08
N: -3.23 -1.00 1.23
C: -3.38 -1.86 2.23
Br: -1.98 -3.13 2.39
C: -4.44 -1.88 3.11
H: -7.05 -0.17 3.59
H: -6.02 0.79 1.73
H: -4.01 0.63 0.27
H: -4.51 -2.60 3.91
O: 1.28 1.61 2.75
S: -0.06 2.07 2.49
O: -0.89 2.39 3.61
N: -0.81 1.05 1.46
C: -1.03 1.61 0.28
O: -1.52 0.96 -0.68
C: -0.60 3.03 0.17
C: -0.68 3.88 -0.91
C: -0.16 5.16 -0.78
C: 0.44 5.56 0.41
C: 0.53 4.70 1.50
C: -0.01 3.44 1.35
H: -1.13 3.54 -1.84
H: -0.21 5.85 -1.61
H: 0.84 6.56 0.49
H: 0.99 5.01 2.43



# C30H22IN2O10PbS2

A molecular structure, C30H22IN2O10PbS2 (the ωB97M-V functional and the def2-TZVPD basis, the OMol25 dataset).

Its expectation value of S² is 0.767. The molar mass is 968.75 g mol⁻¹. The relative energy (zero: lowest compared OMol25 entry of this formula, charge and spin) comes out at 0.0 kcal per mole. The calculation puts the energy at -3305.2561 hartree. The calculation puts the LUMO energy (alpha / beta) at 3.94 / 3.88 eV. Its multiplicity is 2. The calculation puts the strongest force on any atom at 0.5 eV/A. As for the orbital gap (alpha / beta): 0.2139 / 0.2501 Ha. As for the total charge: -2. The highest occupied orbital energy (alpha / beta) is -1.88 / -2.93 eV.

Element x y z (Å)
Pb: 0.20 -0.08 0.26
I: -2.14 1.16 2.34
C: -3.50 1.33 0.79
C: -4.75 1.77 1.10
C: -5.73 1.93 0.10
C: -5.43 1.63 -1.19
C: -4.14 1.16 -1.55
C: -3.86 0.87 -2.90
C: -2.62 0.44 -3.28
C: -1.61 0.28 -2.31
C: -1.85 0.55 -1.00
C: -3.13 1.01 -0.56
H: -4.99 2.01 2.13
H: -6.72 2.28 0.37
H: -6.18 1.73 -1.97
H: -4.65 0.99 -3.63
H: -2.41 0.21 -4.32
H: -0.63 -0.06 -2.62
O: 0.54 -1.59 2.07
N: 1.10 -2.74 1.79
C: 0.70 -3.79 2.54
C: 1.21 -5.05 2.36
C: 2.14 -5.24 1.33
C: 2.52 -4.17 0.56
C: 2.00 -2.88 0.77
S: 2.48 -1.53 -0.17
H: -0.06 -3.53 3.26
H: 0.85 -5.86 2.97
H: 2.55 -6.22 1.13
H: 3.21 -4.29 -0.26
O: 0.43 3.48 1.58
C: 1.33 2.66 1.74
O: 1.23 1.39 1.76
C: 2.75 3.17 1.97
C: 2.99 4.54 1.94
C: 4.26 5.04 2.16
C: 5.28 4.14 2.40
C: 5.08 2.77 2.41
C: 3.80 2.29 2.18
N: 6.64 4.66 2.65
O: 6.81 5.87 2.61
O: 7.53 3.86 2.89
H: 2.15 5.20 1.73
H: 4.47 6.10 2.14
H: 5.91 2.10 2.58
H: 3.60 1.23 2.14
O: -1.24 -4.14 0.40
C: -0.76 -3.55 -0.57
O: -0.72 -2.30 -0.79
C: -0.09 -4.41 -1.65
C: 0.68 -3.83 -2.65
C: 1.31 -4.62 -3.60
C: 1.15 -6.00 -3.58
C: 0.38 -6.59 -2.58
C: -0.23 -5.79 -1.62
H: 0.80 -2.75 -2.64
H: 1.92 -4.15 -4.37
H: 1.64 -6.61 -4.33
H: 0.26 -7.66 -2.56
H: -0.82 -6.22 -0.82
C: 2.98 1.31 -3.47
S: 2.58 1.98 -1.88
O: 2.43 3.41 -2.08
O: 3.65 1.57 -0.99
O: 1.30 1.31 -1.56
H: 3.98 1.65 -3.74
H: 2.25 1.66 -4.19
H: 2.96 0.23 -3.40



# C30H23Cl2N6O10S2W

A molecular structure, C30H23Cl2N6O10S2W (the ωB97M-V functional and the def2-TZVPD basis, the OMol25 dataset).

The molar mass is 946.43 g mol⁻¹. The relative energy (zero: lowest compared OMol25 entry of this formula, charge and spin) comes out at 0.0 kcal per mole. The calculation puts the energy at -4021.4681 hartree. The calculation puts the LUMO energy at -4.40 eV. The calculation puts the strongest force on any atom at 0.4 eV/A. As for the orbital gap: 0.2368 Ha. As for the total charge: +1. The highest occupied orbital energy is -10.84 eV.

Element x y z (Å)
W: -1.00 0.44 0.12
O: 2.21 0.10 2.62
C: 1.23 0.52 2.08
O: 0.67 -0.13 1.01
C: 0.44 1.73 2.42
C: 0.47 2.43 3.56
C: -0.53 3.46 3.76
C: -1.62 3.63 2.98
C: -1.71 2.79 1.83
C: -0.56 2.02 1.39
O: -0.11 2.18 0.11
N: -2.80 2.56 1.13
O: -3.87 3.13 1.12
O: -2.67 1.48 0.25
N: -0.41 4.30 4.96
O: 0.53 4.07 5.70
O: -1.24 5.16 5.14
H: 1.18 2.22 4.34
H: -2.39 4.35 3.22
N: 0.70 -5.67 4.90
C: 0.08 -4.80 4.07
C: -1.28 -4.96 3.76
C: -1.91 -4.07 2.92
C: -1.18 -3.01 2.38
C: 0.18 -2.84 2.67
C: 0.80 -3.73 3.51
S: -2.02 -1.90 1.37
O: -3.39 -2.26 1.26
O: -1.76 -0.49 1.87
N: -1.29 -1.72 -0.08
C: -2.19 -1.67 -1.16
N: -2.47 -0.39 -1.42
C: -3.29 -0.10 -2.42
C: -3.83 -1.13 -3.16
C: -3.48 -2.42 -2.81
N: -2.64 -2.71 -1.81
H: 0.19 -6.41 5.35
H: 1.66 -5.54 5.18
H: -1.84 -5.78 4.19
H: -2.96 -4.18 2.68
H: 0.74 -2.03 2.23
H: 1.85 -3.60 3.74
H: -3.50 0.95 -2.60
H: -4.52 -0.93 -3.97
H: -3.87 -3.27 -3.36
Cl: -1.49 2.85 -2.80
C: -2.37 4.20 -2.05
Cl: -1.35 5.15 -0.98
H: -3.19 3.78 -1.47
H: -2.73 4.84 -2.85
O: 0.17 0.27 -1.57
S: 1.53 -0.50 -1.61
C: 1.71 -0.78 -3.34
C: 1.80 -2.10 -3.74
C: 1.92 -2.39 -5.10
C: 1.94 -1.35 -6.02
C: 1.84 -0.03 -5.60
C: 1.73 0.27 -4.26
C: 2.75 0.74 -1.26
C: 3.93 0.29 -0.69
C: 4.92 1.22 -0.40
C: 4.70 2.57 -0.66
C: 3.50 3.00 -1.21
C: 2.51 2.08 -1.52
H: 1.78 -2.90 -3.01
H: 2.00 -3.41 -5.42
H: 2.03 -1.58 -7.07
H: 1.85 0.77 -6.33
H: 1.66 1.30 -3.92
H: 4.08 -0.76 -0.47
H: 5.85 0.90 0.04
H: 5.47 3.29 -0.43
H: 3.33 4.05 -1.39
H: 1.55 2.41 -1.91



# C30H23ClN10O9Ti

A molecular structure, C30H23ClN10O9Ti at a distorted geometry (the ωB97M-V functional and the def2-TZVPD basis, the OMol25 dataset).

The molar mass is 750.89 g mol⁻¹. The relative energy (zero: lowest compared OMol25 entry of this formula, charge and spin) comes out at 23.0 kcal per mole. The calculation puts the energy at -3691.6021 hartree. The calculation puts the LUMO energy (alpha / beta) at 4.20 / 4.20 eV. The calculation puts the strongest force on any atom at 4.2 eV/A. As for the orbital gap (alpha / beta): 0.1197 / 0.1216 Ha. As for the total charge: -2. The highest occupied orbital energy (alpha / beta) is 0.94 / 0.89 eV.

Element x y z (Å)
Ti: -0.63 -0.39 -0.30
O: 0.51 3.28 3.50
C: 0.93 2.14 4.07
C: 1.44 2.19 5.37
C: 1.90 1.04 5.99
C: 1.85 -0.18 5.33
C: 1.33 -0.24 4.05
C: 0.87 0.90 3.40
C: 0.32 0.79 2.04
O: 0.28 -0.37 1.44
N: -0.06 1.88 1.42
N: -0.43 1.57 0.15
C: -0.65 2.60 -0.67
C: -0.65 2.42 -2.06
C: -1.00 3.46 -2.95
C: -0.94 3.31 -4.32
C: -0.53 2.11 -4.89
C: -0.19 1.05 -4.06
C: -0.25 1.18 -2.68
O: 0.11 0.17 -1.92
H: 0.25 3.05 2.56
H: 1.47 3.15 5.86
H: 2.29 1.09 6.99
H: 2.20 -1.08 5.81
H: 1.27 -1.18 3.51
H: -0.82 3.58 -0.23
H: -1.31 4.40 -2.52
H: -1.21 4.15 -4.95
H: -0.48 2.00 -5.96
H: 0.12 0.09 -4.46
O: 0.45 -5.95 -1.02
C: 1.70 -5.53 -0.91
O: 2.65 -6.29 -0.93
C: 1.84 -4.07 -0.82
C: 3.01 -3.30 -0.86
Cl: 4.63 -3.84 -0.86
N: 2.65 -1.98 -0.77
N: 1.29 -1.89 -0.65
C: 0.82 -3.12 -0.68
C: -0.65 -3.30 -0.49
O: -1.13 -4.46 -0.66
O: -1.26 -2.27 -0.12
C: 3.39 -0.78 -0.94
C: 2.94 0.35 -0.27
C: 3.58 1.55 -0.46
C: 4.68 1.64 -1.32
C: 5.12 0.51 -1.99
C: 4.48 -0.71 -1.82
H: -0.22 -5.17 -0.98
H: 2.08 0.28 0.40
H: 3.20 2.43 0.05
H: 5.17 2.59 -1.47
H: 5.96 0.56 -2.67
H: 4.80 -1.56 -2.39
N: -3.42 -1.86 4.49
N: -3.10 -0.98 3.47
N: -3.22 0.33 3.58
C: -2.78 0.73 2.39
N: -2.42 -0.30 1.61
N: -2.63 -1.39 2.31
H: -4.41 -1.70 4.72
H: -3.34 -2.79 4.07
H: -2.75 1.74 2.06
O: -3.70 1.62 -0.17
C: -3.54 0.86 -1.11
C: -4.55 0.79 -2.27
C: -3.89 -0.15 -3.24
C: -2.69 -0.69 -2.45
O: -2.00 -1.61 -2.85
N: -2.52 0.00 -1.29
H: -4.74 1.79 -2.65
H: -5.49 0.40 -1.86
H: -3.49 0.37 -4.12
H: -4.52 -0.98 -3.59



The highest strongest force on any atom belongs to which entry?
C30H23ClN10O9Ti